1.
C2HBr2Cl3 | ωB97M-V/def2-TZVPD

```
8
C2HBr2Cl3, DFT ωB97M-V/def2-TZVPD
C -0.505 -0.479 0.600
C -0.699 -1.566 -0.397
Cl 0.841 -2.582 -0.288
Cl -0.677 -0.873 -2.083
Cl -2.128 -2.602 -0.209
Br -3.507 0.666 -0.481
Br -0.162 -0.960 2.308
H -0.511 0.616 0.369
```

***

2.
C2HBr2IO | ωB97M-V/def2-TZVPD

```
7
C2HBr2IO, DFT ωB97M-V/def2-TZVPD
C -0.096 -0.959 0.151
C 0.056 0.533 0.014
O -1.005 -1.477 0.715
Br -1.218 1.473 1.109
Br 1.867 1.057 0.470
I -0.321 0.884 -2.108
H 0.718 -1.511 -0.351
```

***

3.
C2HBr2N3 | ωB97M-V/def2-TZVPD

```
8
C2HBr2N3, DFT ωB97M-V/def2-TZVPD
C 1.205 0.293 0.001
C -1.619 -0.017 0.388
N 1.138 -0.924 -0.341
N -1.037 -0.959 -0.073
N -0.002 -1.623 -0.251
Br 2.852 1.169 -0.090
Br -2.937 1.147 -0.039
H 0.401 0.916 0.404
```

***

4.
C2HBrCl2O | ωB97M-V/def2-TZVPD

```
7
C2HBrCl2O, DFT ωB97M-V/def2-TZVPD
C 1.990 0.275 1.080
C -0.850 -0.025 -0.531
O 3.004 0.228 1.559
Cl -1.600 -0.388 -2.077
Cl -0.210 -1.573 0.048
Br -2.180 0.677 0.724
H -0.154 0.806 -0.805
```

***

5.
7
Properties=species:S:1:pos:R:3 method="wB97M-V/def2-TZVPD" spin_multiplicity=3
C 0.080 -1.325 -1.502
C 0.760 -0.125 -0.213
O 0.270 -2.462 -1.386
Cl -0.809 -0.446 -2.547
Br 0.140 1.674 -0.488
I 2.839 -0.251 -0.218
H 0.140 -0.601 0.666

***

6.
6
Properties=species:S:1:pos:R:3 method="wB97M-V/def2-TZVPD" smiles=FC#CF.Br
F 0.701 0.367 2.783
C 0.208 -0.330 1.824
C -0.319 -0.953 0.955
F -0.812 -1.630 -0.018
Br -0.325 1.591 -3.218
H 0.547 0.955 -2.326

***

7.
7
Properties=species:S:1:pos:R:3 method="wB97M-V/def2-TZVPD" smiles="FC(F)(Br)C=S"
F 1.869 2.117 -0.577
C 1.416 0.851 -0.525
F 1.435 0.326 -1.808
Br 2.703 -0.201 0.529
C 0.060 0.704 0.118
S -0.592 1.859 1.000
H -0.197 -0.263 -0.013

***

8.
C2HBrF3NO | ωB97M-V/def2-TZVPD

```
9
C2HBrF3NO, DFT ωB97M-V/def2-TZVPD
C 0.800 -0.471 0.259
C 0.139 0.911 -0.113
N -1.087 -0.493 -0.898
O -0.043 -1.335 -0.378
F 0.722 -0.797 1.595
F -0.258 1.631 0.882
F 0.686 1.706 -1.087
Br -2.711 -0.481 -0.102
H 1.752 -0.670 -0.159
```

***

9.
9
Properties=species:S:1:pos:R:3 method="wB97M-V/def2-TZVPD"
O -0.652 -1.870 0.383
N -0.516 -0.668 0.303
C -1.508 0.173 -0.057
Br -3.167 -0.631 -0.150
C -1.289 1.640 -0.004
F -1.731 2.240 -1.101
F -1.947 2.164 1.073
F 0.038 1.884 0.124
H 0.302 -0.120 0.820

***

10.
9
Properties=species:S:1:pos:R:3 method="wB97M-V/def2-TZVPD" smiles="FC(F)=C(F)F.OBr"
F 0.858 -1.184 0.515
C 0.351 -1.196 -0.633
F 0.458 -2.382 -1.296
C -0.361 -0.160 -1.146
F -0.923 -0.275 -2.338
F -0.370 1.106 -0.749
O -0.507 1.253 1.954
Br 1.195 1.333 2.645
H -0.701 1.506 1.047

***

| no. | E (hartree) | M (g/mol) |
| --- | --- | --- |
| 1 | -6605.30133 | 291.197 |
| 2 | -5597.74229 | 327.741 |
| 3 | -5388.93111 | 226.859 |
| 4 | -3646.42254 | 191.839 |
| 5 | -3483.74322 | 283.290 |
| 6 | -2850.41143 | 142.930 |
| 7 | -3248.70370 | 174.997 |
| 8 | -3080.23966 | 191.934 |
| 9 | -3080.33396 | 191.934 |
| 10 | -3125.40142 | 196.925 |